P) Here is a 2-piece molecular cluster, C28H29N2 overall from the Open Molecules 2025 dataset. Energies are from wB97M-V/def2-TZVPD.

Results
LUMO energy: -0.186 Ha
total charge: +1

Cartesian coordinates (Å):
C 3.160 2.431 -0.634
C 1.658 2.170 -0.473
N 1.232 1.335 0.642
C 2.058 1.271 1.639
C 1.882 0.452 2.916
C 3.068 0.887 3.803
C 3.944 1.838 2.968
N 3.259 1.892 1.707
C 3.837 2.715 0.695
H 3.643 1.571 -1.107
H 3.301 3.312 -1.274
H 1.170 3.171 -0.397
H 1.280 1.674 -1.377
H 0.909 0.642 3.370
H 1.939 -0.624 2.689
H 2.704 1.450 4.672
H 3.679 0.039 4.140
H 4.016 2.847 3.398
H 4.968 1.453 2.814
H 4.912 2.494 0.643
H 3.733 3.781 0.966
C -2.575 -2.388 -5.567
C -3.509 -1.875 -4.656
C -3.124 -1.571 -3.347
C -1.792 -1.777 -2.917
C -1.303 -1.424 -1.570
C -1.807 -0.286 -0.898
C -1.554 0.150 0.400
C -2.364 1.109 1.113
C -2.196 1.258 2.517
C -2.955 2.185 3.228
C -3.939 2.943 2.565
C -4.190 2.728 1.203
C -3.418 1.817 0.481
C -0.315 -2.280 -0.932
C 0.659 -1.699 -0.107
C 1.622 -2.463 0.544
C 1.600 -3.854 0.405
C 0.671 -4.465 -0.452
C -0.278 -3.690 -1.128
C -0.868 -2.295 -3.858
C -1.247 -2.590 -5.166
H -2.861 -2.606 -6.596
H -4.534 -1.704 -4.981
H -3.865 -1.208 -2.628
H -2.558 0.279 -1.449
H -0.862 -0.387 1.047
H -1.531 0.570 3.053
H -2.785 2.326 4.303
H -4.509 3.696 3.107
H -4.992 3.271 0.691
H -3.699 1.573 -0.543
H 0.688 -0.609 0.014
H 2.374 -1.960 1.144
H 2.309 -4.459 0.971
H 0.686 -5.546 -0.591
H -1.009 -4.174 -1.787
H 0.179 -2.432 -3.553
H -0.497 -2.961 -5.866

Atomic partial charges in e from the Mulliken method, atoms 1 to 4: C -0.76; C -0.78; N -0.40; C 0.24


Q) Here is a 2-piece molecular cluster, C28H29N2 overall from the Open Molecules 2025 dataset. Energies are from wB97M-V/def2-TZVPD.

Results
LUMO energy: -0.177 Ha
total charge: +1

Cartesian coordinates (Å):
C 4.125 1.261 1.497
N 2.737 0.841 1.581
C 1.663 1.671 1.631
C 0.471 0.907 1.734
C -0.817 1.427 1.898
C -2.039 0.704 1.659
C -2.149 -0.305 0.659
C -3.287 -1.101 0.566
C -4.352 -0.914 1.459
C -4.313 0.150 2.371
C -3.202 0.985 2.426
C 0.904 -0.500 1.756
C 0.274 -1.715 1.985
C 1.041 -2.895 2.004
C 2.440 -2.857 1.883
C 3.101 -1.632 1.700
C 2.313 -0.491 1.641
H 4.759 0.376 1.572
H 4.329 1.768 0.543
H 4.372 1.954 2.313
H 1.753 2.752 1.568
H -0.887 2.492 2.120
H -1.318 -0.457 -0.033
H -3.339 -1.884 -0.193
H -5.215 -1.579 1.432
H -5.153 0.329 3.044
H -3.184 1.844 3.101
H -0.802 -1.736 2.141
H 0.538 -3.857 2.121
H 3.014 -3.783 1.938
H 4.184 -1.566 1.606
C -0.824 5.554 3.827
N 0.286 4.873 4.490
C 0.133 3.586 4.867
C -0.961 2.793 4.649
C -0.915 1.537 5.430
C 0.444 1.616 6.198
C 1.189 2.856 5.676
C 1.432 5.661 4.853
C 1.382 6.497 5.979
C 2.509 7.233 6.349
C 3.670 7.177 5.569
C 3.704 6.380 4.421
C 2.591 5.618 4.064
H -0.500 6.567 3.567
H -1.115 5.023 2.908
H -1.702 5.618 4.486
H -1.831 3.104 4.081
H -1.744 1.434 6.147
H -0.944 0.651 4.780
H 0.244 1.737 7.269
H 1.030 0.701 6.070
H 2.027 2.555 5.027
H 1.616 3.464 6.484
H 0.462 6.530 6.568
H 2.475 7.848 7.248
H 4.547 7.759 5.856
H 4.598 6.345 3.798
H 2.592 4.975 3.179

Atomic partial charges in e from the Mulliken method, atoms 1 to 4: C -0.85; N 0.26; C -1.25; C 1.40


Quick one: most stable of them? P)


P) Here is one molecule with the formula C4H8ClNO from the Open Molecules 2025 dataset. Energies are from wB97M-V/def2-TZVPD.

Results
LUMO energy: 0.024 Ha
SMILES: NC/C=C(/Cl)CO
total charge: 0

Cartesian coordinates (Å):
C -1.061 -0.890 0.521
C 0.363 -1.061 0.010
C 1.333 -0.151 -0.055
C 1.162 1.305 0.065
H -1.960 -1.464 -1.167
H -1.805 0.198 -0.987
H -1.249 -1.847 1.030
H -1.068 -0.131 1.330
H 0.517 -2.074 -0.565
H 1.950 1.687 -0.589
H 1.443 1.534 1.076
H -0.449 2.494 0.275
N -2.053 -0.705 -0.507
O -0.178 1.707 -0.258
Cl 3.054 -0.603 -0.177

Atomic partial charges in e from the Mulliken method, atoms 1 to 4: C -0.70; C -0.34; C 0.56; C -0.55


Q) Here is one molecule with the formula C4H8ClNO from the Open Molecules 2025 dataset. Energies are from wB97M-V/def2-TZVPD.

Results
LUMO energy: 0.030 Ha
SMILES: CC(C)=[N+]([O-])CCl
total charge: 0

Cartesian coordinates (Å):
C -0.149 -1.171 1.220
C -1.392 0.580 -0.240
C 2.435 0.764 0.703
C -0.189 0.026 0.348
N 0.838 0.855 0.338
O 0.717 1.941 -0.254
Cl 3.202 -0.245 -0.449
H 0.923 -1.248 1.488
H -0.727 -0.974 2.059
H -0.534 -2.153 0.723
H -1.850 1.550 0.261
H -2.005 -0.359 -0.335
H -1.115 1.071 -1.269
H 2.589 0.228 1.683
H 2.606 1.771 0.438

Atomic partial charges in e from the Mulliken method, atoms 1 to 4: C -1.08; C -0.94; C -0.53; C 0.62


R) Here is a 2-piece molecular cluster, C4H8ClNO overall from the Open Molecules 2025 dataset. Energies are from wB97M-V/def2-TZVPD.

Results
LUMO energy (alpha / beta): 0.006 / 0.005 Ha
total charge: 0

Cartesian coordinates (Å):
C -1.745 1.158 -1.026
C 0.389 0.344 1.888
C 0.528 -0.492 0.549
C 0.724 0.453 -0.565
N -1.790 1.228 -2.346
O -2.415 1.368 -0.072
Cl 1.276 -0.234 -2.089
H -0.198 -0.128 2.620
H 1.296 0.756 2.384
H -0.102 1.248 1.617
H -0.380 -1.053 0.416
H 1.465 -1.047 0.664
H 1.521 1.223 -0.442
H -0.931 1.014 -2.749
H -2.703 1.553 -2.679

Atomic partial charges in e from the Mulliken method, atoms 1 to 4: C 0.48; C -1.16; C -0.30; C -0.45


Quick one: most stable of them? P)


P) Here is C7H8N2O3 as an isolated structure from the Open Molecules 2025 dataset. Energies are from wB97M-V/def2-TZVPD.

Results
LUMO energy (alpha / beta): 0.023 / 0.023 Ha
total charge: 0

Cartesian coordinates (Å):
C 2.915 0.462 -0.248
C 1.778 1.071 -0.807
C 2.842 -0.648 0.542
C 0.520 0.363 -0.733
C 1.681 -1.333 0.761
C 0.567 -0.842 0.011
C -0.805 -1.653 -0.079
N -3.702 0.924 -0.183
N -2.386 0.774 -0.158
O -1.919 -0.911 -0.073
O -1.944 1.327 1.018
O -0.999 -2.821 -0.227
H 3.789 1.056 -0.246
H 1.859 1.999 -1.235
H 3.735 -1.045 1.104
H -0.388 0.499 -1.420
H 1.696 -2.304 1.271
H -4.248 0.606 -0.902
H -4.073 1.142 0.751
H -0.918 1.336 0.853

Atomic partial charges in e from the Mulliken method, atoms 1 to 4: C -0.63; C -0.47; C -0.04; C -0.80


Q) Here is one molecule with the formula C7H8N2O3 from the Open Molecules 2025 dataset. Energies are from wB97M-V/def2-TZVPD.

Results
LUMO energy: 0.007 Ha
SMILES: N[C@](O)(c1ccccc1)[N+](=O)[O-]
total charge: 0

Cartesian coordinates (Å):
C 0.277 -2.720 0.708
C 0.135 -2.331 -0.709
C 0.419 -1.729 1.618
C 0.118 -0.988 -1.084
C 0.323 -0.357 1.287
C 0.146 -0.015 -0.052
C 0.036 1.453 -0.465
N -0.043 1.736 -1.907
N -1.096 1.923 0.404
O -2.155 1.530 0.022
O -0.859 2.439 1.463
O 1.194 2.111 0.050
H 0.314 -3.777 0.944
H 0.061 -2.966 -1.520
H 0.613 -2.216 2.522
H -0.048 -0.453 -2.055
H 0.221 0.357 2.067
H -0.923 1.289 -2.441
H 0.033 2.723 -1.927
H 1.236 1.990 1.075

Atomic partial charges in e from the Mulliken method, atoms 1 to 4: C -0.55; C -0.52; C -0.77; C -0.46


Quick one: most stable of them? Q)


P) Here is C4H8N2O as an isolated structure from the Open Molecules 2025 dataset. Energies are from wB97M-V/def2-TZVPD.

Results
spin multiplicity: 2
LUMO energy (alpha / beta): 0.155 / 0.150 Ha
⟨S²⟩: 0.75
total charge: -1

Cartesian coordinates (Å):
H -0.714 -0.693 1.896
O -1.279 -0.680 3.026
N -0.583 0.050 0.788
H -0.721 -1.259 3.569
C 0.756 0.139 0.405
C -1.322 0.229 -0.381
C 0.890 0.206 -0.958
N -0.488 0.243 -1.455
H -0.627 0.346 -2.502
H -2.393 0.368 -0.431
H 1.445 0.505 1.235
C 1.997 0.070 -1.921
H 2.341 -0.913 -1.826
H 1.812 0.401 -2.949
H 2.659 0.768 -1.411

Atomic partial charges in e from the Mulliken method, atoms 1 to 4: H 0.41; O -0.86; N -0.03; H 0.22


Q) Here is a 2-piece molecular cluster, C4H8N2O overall from the Open Molecules 2025 dataset. Energies are from wB97M-V/def2-TZVPD.

Results
spin multiplicity: 2
LUMO energy (alpha / beta): 0.136 / 0.131 Ha
⟨S²⟩: 0.75
total charge: -1

Cartesian coordinates (Å):
C 2.120 -0.567 0.071
C 0.700 -0.703 0.577
C -0.077 -1.830 0.731
N -1.436 -1.494 0.752
C -1.439 -0.208 0.570
N -0.194 0.327 0.357
H 2.604 -1.522 0.278
H 2.136 -0.291 -0.979
H 2.601 0.205 0.674
H 0.167 -2.850 0.978
H -2.232 0.523 0.648
H -0.172 1.094 -0.317
H -1.756 3.213 -1.353
H -1.685 1.759 -1.850
O -1.338 2.344 -1.138

Atomic partial charges in e from the Mulliken method, atoms 1 to 4: C -1.18; C 0.43; C -0.31; N -0.49


Quick one: most stable of them? Q)